C10H22F3N6O2 | ωB97M-V with the def2-TZVPD basis set

Each atom is followed by the atoms it is bonded to, with distances in Å.
Geometry (Å):
1 F 0.1408 -2.8989 2.5656  C15 1.334
2 F 0.8078 -4.9564 2.6221  C15 1.330
3 F -0.8542 -4.3894 1.3495  C15 1.340
4 O 1.7203 -4.8040 0.1145  C12 1.313, C21 1.451
5 O 1.5295 -2.5586 0.3201  C12 1.200
6 N -4.4117 3.1294 -1.0416  C18 1.263, H30 1.018
7 N -3.4760 1.1084 -0.4250  C16 1.460, C18 1.423, H28 1.015
8 N 1.6689 4.4403 -0.8873  C13 1.332, H35 1.013, H38 1.013
9 N -5.4104 1.8381 0.7099  C18 1.399, H39 1.012, H42 1.012
10 N 1.9551 2.4746 0.3918  C13 1.369, C20 1.516, H43 1.016
11 N 1.7497 2.3607 -1.9022  C13 1.331, H27 1.009, H36 1.008
12 C 1.2916 -3.6864 0.6546  O4 1.313, O5 1.200, C15 1.551
13 C 1.7814 3.1153 -0.8058  N8 1.332, N10 1.369, N11 1.331
14 C 4.0303 -4.4385 -0.5865  C21 1.510, H24 1.090, H37 1.089, H40 1.089
15 C 0.3322 -3.9972 1.8327  F1 1.334, F2 1.330, F3 1.340, C12 1.551
16 C -2.2374 1.3609 0.3053  N7 1.460, C17 1.524, H29 1.101, H31 1.093
17 C -1.1119 0.5374 -0.3083  C16 1.524, C19 1.536, H25 1.092, H33 1.092
18 C -4.4588 2.1271 -0.2738  N6 1.263, N7 1.423, N9 1.399
19 C 0.2455 0.6021 0.4067  C17 1.536, C20 1.532, H23 1.089, H34 1.088
20 C 0.6394 1.9771 0.9569  N10 1.516, C19 1.532, H26 1.085, H32 1.092
21 C 2.6071 -4.6846 -1.0278  O4 1.451, C14 1.510, H22 1.089, H41 1.087
22 H 2.2362 -3.8932 -1.6780  C21 1.089
23 H 1.0069 0.3234 -0.3203  C19 1.089
24 H 4.6856 -4.4333 -1.4572  C14 1.090
25 H -1.4349 -0.5055 -0.3009  C17 1.092
26 H 0.8067 1.9491 2.0288  C20 1.085
27 H 1.1317 2.5436 -2.6780  N11 1.009
28 H -3.9020 0.2434 -0.1071  N7 1.015
29 H -2.3083 1.1760 1.3887  C16 1.101
30 H -5.1319 3.8099 -0.8077  N6 1.018
31 H -2.0452 2.4293 0.1820  C16 1.093
32 H -0.1222 2.7295 0.7414  C20 1.092
33 H -1.0149 0.8113 -1.3612  C17 1.092
34 H 0.3157 -0.1574 1.1822  C19 1.088
35 H 1.2439 4.8525 -1.7097  N8 1.013
36 H 2.3697 1.5682 -1.9605  N11 1.008
37 H 4.3608 -5.2245 0.0917  C14 1.089
38 H 1.3934 4.9186 -0.0380  N8 1.013
39 H -6.1425 2.5341 0.7689  N9 1.012
40 H 4.1231 -3.4803 -0.0764  C14 1.089
41 H 2.5059 -5.6349 -1.5450  C21 1.087
42 H -5.0160 1.6817 1.6286  N9 1.012
43 H 2.3993 3.1014 1.0564  N10 1.016

Results
- Charge: +1
- Max |F|: 1.11 eV Å⁻¹
- LUMO level: -3.49 eV
- Gap between HOMO and LUMO: 8.02 eV
- HOMO: -11.503 eV